# 1
Molecular formula: C38H28MnN5O7PS2
Method: DFT, wB97M-V/def2-TZVPD

Multiplicity: 2
Molecular weight: 816.72 g/mol
Total charge: -2
HOMO (spin up / spin down): -2.9 / -2.2 eV
HOMO-LUMO gap (spin up / spin down): 6.9 / 6.2 eV
LUMO energy (spin up / spin down): 3.94 / 3.94 eV

Last column: Löwdin charge in e.
Atoms and positions in Å:
N 0.1182 -1.1555 -1.4666  -0.029
S 2.0628 0.7737 -0.4940  0.704
H -1.3789 -6.3706 -0.8828  0.095
H -1.8086 1.6310 7.8276  0.090
H -1.1737 2.5326 1.3998  0.082
S -1.0667 -0.9952 1.7586  0.467
O -0.8652 0.2173 0.9362  -0.428
O -1.3949 7.5769 -1.3487  -0.062
H 4.0466 -2.8740 3.2392  0.094
C -1.2103 5.4087 -0.4122  -0.102
C 0.5956 -1.5090 2.2012  -0.254
H -0.3877 3.2307 4.1198  0.102
C 3.0730 -2.5014 2.9416  -0.098
C -0.1030 2.7525 -2.9227  -0.597
C 4.3522 2.3887 5.3775  -0.100
N -0.6756 2.6752 -0.5833  0.021
C -1.1477 -4.2834 -1.3058  -0.023
C 3.7741 2.0904 2.6846  -0.106
C 2.2373 -0.9125 -0.8401  -0.821
C -0.8488 -1.8886 -1.9109  -0.194
Mn -0.2740 0.6993 -0.9805  0.376
N 3.4589 -1.4692 -0.6404  0.068
O -0.0171 1.4779 -2.7934  -0.124
C 0.9191 -2.8360 1.9660  -0.065
H -5.2861 0.9254 -2.2469  0.097
P 1.1712 1.1821 2.9766  1.132
H 0.6006 -0.7761 5.2331  0.106
H -0.6651 5.4373 -2.4907  0.121
C -0.7883 4.8324 -1.6042  0.057
H 2.3590 1.6888 5.7296  0.096
C 5.0243 2.5422 3.0804  -0.093
H -0.6812 -0.5146 7.3190  0.094
O -1.6446 -2.1017 1.0191  -0.325
O 0.0776 3.3902 -3.9543  0.018
C 2.7563 -1.1677 3.1632  -0.089
H 4.2245 -0.8788 -0.3798  0.070
H -3.2755 -2.8378 -2.7831  0.112
H 5.7661 2.7897 2.3306  0.097
C -1.1544 2.5701 6.0111  -0.091
C -0.0648 -5.0988 -3.7314  -0.098
C -1.0758 3.2209 0.5700  -0.108
N 1.3263 -1.7500 -1.2971  0.038
H 4.5688 2.5138 6.4320  0.093
H -0.4177 -7.1028 -3.0433  0.088
H -1.6593 3.5067 6.2132  0.097
H -5.3609 -1.4832 -2.9362  0.098
O -1.9107 7.2950 0.8324  -0.076
C 0.1211 0.1695 5.4559  -0.096
C -1.3484 4.5712 0.6896  -0.004
H -1.5564 -3.9426 -0.3613  0.099
C 3.1047 1.9238 4.9808  -0.086
C -4.4409 -1.0383 -2.5768  -0.074
H 3.5437 1.9781 1.6315  0.052
H 0.3618 -5.4130 -4.6764  0.092
N -2.1006 0.0951 -1.6519  0.063
C -0.5005 -6.0469 -2.8144  -0.115
C 0.2195 1.2196 4.5486  -0.392
C -4.4078 0.2977 -2.1950  -0.059
H 0.1839 -3.4594 1.4764  0.097
C 2.1581 -3.3392 2.3332  -0.091
C -1.0402 -5.6352 -1.6032  -0.089
C -0.7108 -3.3323 -2.2238  -0.180
C -0.6032 0.3169 6.6285  -0.093
H -3.1216 1.8535 -1.4262  0.122
H 3.4982 -0.5318 3.6256  0.093
C 1.5216 -0.6323 2.7958  -0.331
H 3.6049 -2.4241 -0.9133  0.087
C -1.2382 1.5192 6.9132  -0.108
C 5.3181 2.6933 4.4294  -0.113
H 2.4034 -4.3751 2.1321  0.096
C -0.1702 -3.7476 -3.4358  -0.027
C -3.2113 0.8196 -1.7375  -0.074
H 6.2913 3.0554 4.7394  0.090
O -1.7227 -0.6771 3.0062  -0.300
H 0.1776 -3.0007 -4.1390  0.120
C 2.8013 1.7597 3.6305  -0.372
H -1.6774 5.0003 1.6266  0.104
C -3.2895 -1.7947 -2.4977  0.001
C -0.5332 3.4715 -1.6538  -0.165
C -1.5364 6.9217 -0.2991  -0.703
C -2.1193 -1.1963 -2.0292  -0.178
C -0.4351 2.4150 4.8341  -0.098


# 2
Molecular formula: C6H10NO4
Method: DFT, wB97M-V/def2-TZVPD

Multiplicity: 2
Molecular weight: 160.15 g/mol
Total charge: 0
HOMO (spin up / spin down): -8.7 / -10.8 eV
HOMO-LUMO gap (spin up / spin down): 8.7 / 9.0 eV
LUMO energy (spin up / spin down): -0.02 / -1.73 eV

Last column: natural (NBO) charge in e.
Atoms and positions in Å:
C -1.7372 2.3841 0.1499  -0.259
H 1.4856 0.1230 0.3803  0.227
H -1.3653 -2.3295 -1.4163  0.241
H 1.7947 -1.6687 0.1426  0.222
C -1.6304 -2.4489 -0.3534  -0.666
C -1.2495 -1.2328 0.4207  0.029
O -1.3602 1.1007 0.6320  -0.509
C 1.5534 -0.8643 0.8392  -0.264
N 2.4962 -0.8451 1.9381  0.491
C -1.8877 0.0358 0.0265  0.702
O 2.6757 0.2114 2.5229  -0.381
H -1.0957 3.1022 0.6684  0.200
C -0.2686 -1.2579 1.4595  -0.395
H -1.1236 -3.3396 0.0344  0.219
H -1.5819 2.4495 -0.9346  0.195
H -2.7914 2.5848 0.3809  0.197
H -2.7182 -2.6100 -0.3164  0.251
O 3.0500 -1.8899 2.2406  -0.383
H -0.1596 -2.2360 1.9407  0.227
H -0.4101 -0.4910 2.2285  0.245
O -2.8206 0.1160 -0.7522  -0.588


# 3
Molecular formula: C37H57BrFI2O13P
Method: DFT, wB97M-V/def2-TZVPD

Molecular weight: 1093.53 g/mol
Total charge: 0
HOMO: -8.9 eV
HOMO-LUMO gap: 7.3 eV
LUMO energy: -1.51 eV

Last column: Löwdin charge in e.
Atoms and positions in Å:
H -0.7165 5.9826 4.6290  0.118
H 5.3428 -1.5013 -2.9356  0.113
H -6.0001 2.6251 -4.0073  0.124
H -0.5772 -3.3574 -4.9383  0.094
O 2.9306 -0.8406 -2.6432  -0.001
H 1.4366 1.6729 7.6357  0.084
H -0.9014 9.7630 2.0849  0.087
H -2.3574 7.8514 4.4419  0.123
H 0.8983 0.0529 8.1145  0.090
C 4.0503 -2.7830 -0.2715  -0.045
O -2.4968 -2.6518 -5.2397  -0.232
C 0.7855 1.1195 8.3172  -0.110
C 1.4333 -3.4928 -0.3849  -0.029
H -1.8754 -4.5209 -4.5328  0.091
H 1.1888 1.9382 4.6632  0.092
I 2.4304 2.3764 -1.7749  0.774
C -0.7868 2.8736 8.1052  -0.198
H -4.3792 -4.1905 -7.5658  0.123
C -1.6321 -0.8374 -0.3767  0.051
H -2.2583 7.8067 2.6751  0.125
H 0.7440 -5.4642 0.7034  0.109
C 5.2079 -1.7454 -0.6278  -0.141
H -1.2086 4.4438 6.7091  0.116
P 3.3308 -6.6489 1.9741  0.557
C -5.2737 2.7306 -4.8202  -0.198
H 1.1405 4.8761 3.4793  0.083
H -1.8124 2.8631 6.1889  0.127
H -4.9497 -3.1875 -6.2234  0.122
C 4.2490 -4.0831 0.5940  -0.105
C 5.7219 -4.3756 1.1616  -0.133
O -0.4775 5.7832 2.5680  -0.234
C -3.8625 2.4120 -4.3365  -0.199
H 0.0362 3.4001 8.6000  0.126
C 0.8674 -0.4917 -1.2380  -0.080
C 6.2275 -3.4901 -2.4182  -0.170
H -0.4844 2.3164 4.2016  0.085
H 4.5798 -3.8529 3.0300  0.071
H -2.8317 -2.3326 -7.2219  0.124
C -3.0740 1.4260 0.2107  -0.111
H -5.3004 3.7709 -5.1609  0.123
C -2.7983 -3.1800 -6.5302  -0.188
C -1.7182 0.7243 -0.3210  -0.213
H -3.3754 -0.8380 -4.2922  0.074
H 6.5341 -3.7683 0.6446  0.101
H -3.6006 3.1106 -3.5356  0.115
H -3.7595 1.7761 -0.6278  0.083
H -3.1333 2.5375 -5.1441  0.127
O -0.5824 8.5105 3.6971  -0.191
H 7.8261 -1.4237 2.3540  0.115
C -0.5704 1.6838 -0.7408  -0.617
H 6.5534 -3.5072 -3.5282  0.124
C 0.7707 1.0493 -1.2139  -0.585
C 2.6076 -2.5103 -0.7617  0.029
C 2.2405 -1.2246 -1.6687  -0.270
O -3.7881 1.0993 -3.7842  -0.204
C -0.1803 9.0170 2.4322  -0.111
H -0.1513 1.2051 5.5646  0.086
H -1.5683 -3.1260 -3.4830  0.064
O 5.4533 -1.3740 2.9397  0.041
H -4.4040 -3.9378 -3.9846  0.083
C -1.2602 6.1682 3.6963  -0.197
C 1.6264 -4.7843 0.4440  0.017
C -4.1569 -3.8731 -6.5417  -0.196
C -0.3014 -1.4671 -0.8456  -0.031
H -6.5484 0.1528 -6.4092  0.087
H -1.7023 3.0753 8.6709  0.123
C -4.7672 -4.8452 -4.4741  -0.108
C 6.2204 -2.3799 2.9029  -0.375
H -7.4953 1.2267 -5.3581  0.086
H -0.0845 8.2221 1.6879  0.082
C -0.0263 -3.0565 -0.9196  -0.249
O -0.5818 1.4630 8.1376  -0.193
H 1.4571 5.6631 1.9185  0.083
C -3.2065 0.1638 -4.6846  -0.105
O -0.8679 -3.8696 -1.3773  0.039
O 7.6266 -2.0814 3.0651  0.013
C 5.6940 -3.8833 2.7263  -0.114
O 0.2216 3.2332 5.9142  -0.205
O 1.8820 -7.5954 1.7965  -0.409
I -0.6808 3.8539 -0.6786  0.808
F 7.3448 -4.0476 -1.6809  -0.113
C -6.4910 0.8462 -5.5680  -0.112
C -1.6968 7.6265 3.5981  -0.196
C -1.5833 -3.4670 -4.5188  -0.092
H 6.9202 -1.4194 -2.0077  0.126
H 6.2060 -4.6271 3.4262  0.115
H -2.1269 0.3359 -4.7511  0.095
H 1.2439 6.6593 3.3707  0.088
H 2.0021 -8.1139 0.9626  0.055
H -5.8528 -4.7882 -4.5991  0.087
H -2.1527 5.5348 3.6959  0.124
H -3.5566 0.6621 0.9204  0.081
C 5.9012 -1.9690 -2.0546  -0.157
Br 3.4564 -6.1922 4.1922  0.268
H -2.7125 2.2868 0.8940  0.048
O -5.6363 1.9196 -5.9357  -0.193
O -4.1470 -5.0494 -5.7360  -0.191
C 0.1813 2.1093 5.0467  -0.108
H 5.9349 -1.7364 0.2556  0.096
H 5.2833 -4.1454 -2.3754  0.125
H 0.7917 9.4991 2.5514  0.090
C -0.9760 3.3749 6.6771  -0.202
H -2.5020 -1.5149 -0.0482  0.123
H -3.6518 0.2255 -5.6823  0.087
H -6.1120 0.3048 -4.6973  0.083
C 3.0944 -5.0704 0.9479  -0.321
C 0.9123 5.7504 2.8606  -0.105
H 1.0839 1.3132 9.3518  0.087
H -4.5329 -5.6999 -3.8369  0.090
H 5.9121 -5.4995 1.1901  0.105
H 4.7207 -0.6961 -0.6384  0.124
H -2.0082 -3.8590 -6.8683  0.126


# 4
Molecular formula: C19H10Cl5N5NaO2
Method: DFT, wB97M-V/def2-TZVPD

Molecular weight: 540.58 g/mol
Total charge: -1
HOMO: -4.5 eV
HOMO-LUMO gap: 6.3 eV
LUMO energy: 1.87 eV

Last column: natural (NBO) charge in e.
Atoms and positions in Å:
H 14.8166 12.3274 4.8495  0.415
C 9.0392 8.7532 4.6920  -0.099
H 9.6365 11.4853 13.3559  0.194
C 11.0855 14.6458 4.8320  0.126
H 12.5569 16.2075 4.7669  0.207
O 9.5511 12.9456 7.9017  -0.837
N 11.6424 12.2207 5.0953  -0.452
Cl 6.2589 11.6540 5.0976  -0.007
Cl 10.7393 8.5983 4.4862  -0.034
Cl 6.1188 6.2673 5.7649  0.016
C 10.3542 14.1934 11.5122  -0.234
H 7.8811 15.0631 4.3993  0.206
C 9.7922 12.0923 12.5014  -0.226
N 9.7373 14.2849 4.8560  -0.359
H 12.9091 10.5033 4.8750  0.231
H 10.4992 13.7751 13.6332  0.201
N 13.7940 12.5082 4.9494  -0.356
C 6.9549 10.1100 4.8459  -0.130
C 6.9145 7.6665 5.1735  -0.118
C 10.2132 13.4338 12.6619  -0.244
C 8.3223 9.9307 4.6785  -0.389
C 6.1917 8.8929 4.9037  -0.066
C 9.3341 16.6562 4.5021  -0.033
N 10.6378 16.9236 4.6372  -0.379
H 9.1188 10.5105 11.0830  0.227
N 13.3158 13.7498 5.0010  -0.259
C 9.4748 11.5491 11.2196  -0.197
Cl 9.0462 6.0570 4.7802  0.024
C 8.9124 15.3489 4.5924  0.004
C 12.0071 13.5632 5.0810  0.255
H 10.3939 14.1906 9.2615  0.261
C 12.7731 11.5892 4.9279  0.192
H 8.6640 17.4748 4.4120  0.200
C 9.6415 12.3016 10.0945  -0.144
Cl 4.4769 8.8485 4.6587  -0.006
C 9.3212 11.8966 8.6350  0.750
C 11.4979 15.9875 4.7292  0.022
Na 9.1833 11.9147 5.8921  0.855
H 10.6781 15.2637 11.5225  0.196
C 10.1203 13.6603 10.2334  -0.182
C 8.3002 7.5609 4.9498  -0.112
O 8.9277 10.7494 8.3177  -0.719


# 5
Molecular formula: CH4N2O
Method: DFT, wB97M-V/def2-TZVPD

Molecular weight: 60.06 g/mol
Total charge: 0
HOMO: -9.7 eV
HOMO-LUMO gap: 10.9 eV
Structure (SMILES): NN1CO1
LUMO energy: 1.19 eV

Last column: natural (NBO) charge in e.
Atoms and positions in Å:
C -1.1164 -0.3929 0.3763  0.062
H -1.7627 -0.5441 1.2520  0.166
O -1.3499 0.7040 -0.3595  -0.439
H -0.7049 -1.2256 -0.1169  0.155
H 1.3617 0.4064 -0.8962  0.366
N -0.1862 0.6976 0.6311  -0.008
H 1.2217 1.6915 0.0625  0.361
N 1.0210 0.7643 -0.0249  -0.662


# 6
Molecular formula: C13H17BeFN2
Method: DFT, wB97M-V/def2-TZVPD

Molecular weight: 229.30 g/mol
Total charge: 0
HOMO: -7.6 eV
HOMO-LUMO gap: 6.8 eV
LUMO energy: -0.81 eV

Last column: natural (NBO) charge in e.
Atoms and positions in Å:
H 3.8070 -2.1647 -1.9235  0.223
H -4.8599 2.4169 0.2228  0.198
C 2.5790 2.7790 -2.4242  -0.246
C -4.7957 0.2346 0.3719  -0.605
H 0.9123 -4.5468 0.2629  0.233
C -1.3075 0.5672 -0.1524  -1.398
H -1.5256 0.4565 -1.2267  0.184
H 3.8468 -0.3305 -3.0418  0.224
H -1.5918 1.5655 0.2138  0.206
C 1.2956 -3.6093 -0.1228  -0.244
C 2.3091 0.1754 -1.6264  0.175
H 4.0874 2.0719 -3.8202  0.228
C 3.2451 0.4794 -2.6240  -0.222
C 2.5077 -3.5246 -0.8184  -0.149
F 0.8975 0.7465 1.4757  -0.877
H -5.7477 1.5882 -1.0269  0.191
H -5.5866 0.2510 1.1236  0.192
C 2.8877 -2.2921 -1.3447  -0.221
H -1.8160 -0.2118 0.4307  0.191
C -4.8302 1.5446 -0.4343  -0.605
C 1.6563 2.3791 -1.4463  0.090
H -5.0120 -0.6187 -0.2743  0.194
N 0.9637 -1.2325 -0.3217  -0.534
Be 0.3767 0.3850 0.1341  1.641
N 1.4596 1.1010 -1.1050  -0.529
H -3.8381 0.0794 0.8729  0.220
C 2.0838 -1.1611 -1.0917  0.172
C 3.3727 1.8088 -3.0420  -0.148
H 2.6339 3.8325 -2.6870  0.233
H 3.1555 -4.3941 -0.9298  0.229
H -0.4041 -2.4704 0.6187  0.228
H -3.9847 1.6394 -1.1214  0.214
C 0.5625 -2.4399 0.1036  0.087
H 1.0363 3.1085 -0.9280  0.227


# 7
Molecular formula: C8H18N2O2S
Method: DFT, wB97M-V/def2-TZVPD

Molecular weight: 206.31 g/mol
Total charge: 0
HOMO: -9.2 eV
HOMO-LUMO gap: 9.6 eV
Structure (SMILES): CC(C)(C)[N@H+]1N=[S@]1(=O)[O-].C=C(C)C
LUMO energy: 0.45 eV

Last column: natural (NBO) charge in e.
Atoms and positions in Å:
N 0.3433 0.3649 -0.8169  -0.538
N 1.0794 1.0877 0.2743  -0.736
S 1.0959 2.0100 -1.0104  2.352
H -2.4582 1.9965 0.1915  0.210
H -3.3955 -0.1253 0.5508  0.208
C -0.8667 0.4740 2.8744  -0.665
H -0.0792 1.2233 3.0014  0.227
H -2.6112 -1.2782 1.8933  0.206
C 1.0074 -0.9498 -1.0816  0.122
C -1.8078 0.6347 1.6933  0.078
O 0.0376 2.9176 -1.2777  -0.874
C 0.5068 -1.1792 -2.4898  -0.610
H -0.5453 -1.2114 -2.4666  0.205
H -1.4626 0.5267 3.7269  0.221
H 2.9219 -0.2706 -1.8012  0.227
H 2.9996 -0.5588 -0.1260  0.239
H 2.8868 -2.0271 -1.3573  0.220
H -0.6733 2.1824 0.7293  0.254
C 2.5519 -0.9597 -1.1028  -0.629
H 0.9551 -1.9034 -3.0455  0.219
C -1.7321 1.9879 1.0282  -0.690
C 0.5871 -2.0167 -0.1130  -0.632
H 0.7320 -0.2835 -3.0843  0.215
H -1.9560 2.7865 1.7743  0.223
O 2.2200 2.0334 -1.8686  -0.867
C -2.6139 -0.3763 1.2602  -0.505
H 0.8482 -2.9960 -0.4477  0.229
H -0.6694 0.1425 -0.5498  0.436
H -0.4686 -1.8951 0.0278  0.211
H 0.8842 -1.8179 0.8769  0.225
H -0.3174 -0.5190 2.7367  0.218


# 8
Molecular formula: C7H11Cl
Method: DFT, wB97M-V/def2-TZVPD

Molecular weight: 130.62 g/mol
Total charge: 0
HOMO: -8.3 eV
HOMO-LUMO gap: 9.0 eV
Structure (SMILES): CC(C)=C/C=C(/C)Cl
LUMO energy: 0.73 eV

Last column: natural (NBO) charge in e.
Atoms and positions in Å:
H -1.3418 0.4517 2.0935  0.227
C -0.5765 -0.6714 -0.7987  -0.260
C -1.3701 0.2685 -0.1845  0.057
H -1.0065 2.0373 1.0359  0.227
H 3.1852 -0.0531 1.3547  0.236
C -2.9578 0.2394 -0.5265  -0.646
H -3.4741 1.3787 -0.6015  0.204
H 1.0592 -2.0361 -0.4791  0.226
C 0.7899 -0.9856 -0.5205  -0.225
C 3.1201 -0.4333 0.2104  -0.695
C 1.7643 0.0075 -0.3161  -0.067
C -0.8629 0.9188 1.1375  -0.672
H 0.3845 0.7262 1.2787  0.230
H -3.6775 -0.3183 0.1587  0.226
H -0.8873 -1.1898 -1.6665  0.206
H -3.1889 -0.1198 -1.5241  0.219
Cl 1.5166 1.6686 -0.7802  0.024
H 3.3503 -1.5869 0.6238  0.243
H 4.1734 -0.3023 -0.4954  0.240


Repeat the fourth record exactly.
Molecular formula: C19H10Cl5N5NaO2
Method: DFT, wB97M-V/def2-TZVPD

Molecular weight: 540.58 g/mol
Total charge: -1
HOMO: -4.5 eV
HOMO-LUMO gap: 6.3 eV
LUMO energy: 1.87 eV

Last column: natural (NBO) charge in e.
Atoms and positions in Å:
H 14.8166 12.3274 4.8495  0.415
C 9.0392 8.7532 4.6920  -0.099
H 9.6365 11.4853 13.3559  0.194
C 11.0855 14.6458 4.8320  0.126
H 12.5569 16.2075 4.7669  0.207
O 9.5511 12.9456 7.9017  -0.837
N 11.6424 12.2207 5.0953  -0.452
Cl 6.2589 11.6540 5.0976  -0.007
Cl 10.7393 8.5983 4.4862  -0.034
Cl 6.1188 6.2673 5.7649  0.016
C 10.3542 14.1934 11.5122  -0.234
H 7.8811 15.0631 4.3993  0.206
C 9.7922 12.0923 12.5014  -0.226
N 9.7373 14.2849 4.8560  -0.359
H 12.9091 10.5033 4.8750  0.231
H 10.4992 13.7751 13.6332  0.201
N 13.7940 12.5082 4.9494  -0.356
C 6.9549 10.1100 4.8459  -0.130
C 6.9145 7.6665 5.1735  -0.118
C 10.2132 13.4338 12.6619  -0.244
C 8.3223 9.9307 4.6785  -0.389
C 6.1917 8.8929 4.9037  -0.066
C 9.3341 16.6562 4.5021  -0.033
N 10.6378 16.9236 4.6372  -0.379
H 9.1188 10.5105 11.0830  0.227
N 13.3158 13.7498 5.0010  -0.259
C 9.4748 11.5491 11.2196  -0.197
Cl 9.0462 6.0570 4.7802  0.024
C 8.9124 15.3489 4.5924  0.004
C 12.0071 13.5632 5.0810  0.255
H 10.3939 14.1906 9.2615  0.261
C 12.7731 11.5892 4.9279  0.192
H 8.6640 17.4748 4.4120  0.200
C 9.6415 12.3016 10.0945  -0.144
Cl 4.4769 8.8485 4.6587  -0.006
C 9.3212 11.8966 8.6350  0.750
C 11.4979 15.9875 4.7292  0.022
Na 9.1833 11.9147 5.8921  0.855
H 10.6781 15.2637 11.5225  0.196
C 10.1203 13.6603 10.2334  -0.182
C 8.3002 7.5609 4.9498  -0.112
O 8.9277 10.7494 8.3177  -0.719


Q: What is the formula in the third record?
A: C37H57BrFI2O13P